DFT (ωB97M-V/def2-TZVPD) results for a structure of composition CHAlF3MgNO3S2 at a distorted geometry.

HOMO energy   -18.54 eV
Energy   -1857.0683 hartree
Gap between HOMO and LUMO   7.847 eV
Net charge   +2
LUMO energy   -10.69 eV
2S+1   1

Each line ends with the Mulliken charge.
Geometry (Å):
Mg1 -1.29159 -1.45834 2.01629  1.223
N1 0.26134 0.28940 -0.08681  0.094
S1 -0.06342 -1.15268 -0.72556  0.571
O1 -0.75351 -2.11613 0.27995  -0.410
S2 -0.48263 0.82671 1.40413  0.121
O2 1.07693 1.28002 2.11745  -0.258
C1 -1.58597 -0.69288 -1.73147  0.850
F1 -1.23389 0.17117 -2.66783  -0.183
F2 -2.50268 -0.14457 -0.94308  -0.223
F3 -2.08416 -1.78234 -2.28912  -0.156
Al1 1.82076 0.93103 0.45855  0.377
O3 3.10717 1.96036 0.72200  -0.362
H1 3.73165 1.88826 1.44550  0.354